6 unconnected molecules or ions with the total composition C46H71Cl2N5O4, computed with wB97M-V/def2-TZVPD.

Positions of all 128 atoms, in Å:
C 4.99714 3.36288 1.13741
C 6.34821 3.31273 0.36377
C 6.33711 2.33525 -0.89472
C 5.07000 1.42669 -0.96626
C 5.34601 0.33598 -2.06288
C 4.01493 -0.32354 -2.60409
C 4.05332 -1.85805 -2.13674
C 3.62588 -1.83709 -0.62362
C 3.24450 -3.29773 -0.18478
C 2.21601 -3.31182 1.00718
C 1.40849 -4.65766 0.90108
C -0.03663 -4.43848 0.31168
C -0.49083 -5.78913 -0.30794
C -1.96341 -5.82167 -0.84184
C -2.95747 -4.85114 -0.12223
C -3.34144 -3.63089 -1.03204
C -4.74859 -3.08023 -0.67998
C -5.13335 -1.81818 -1.52509
C -4.53064 -0.54068 -0.81530
C -5.56929 0.59807 -0.61175
C -5.14557 1.74074 0.35011
C -5.95770 3.02325 -0.07893
Cl -7.53125 3.30495 0.68749
C -5.53326 3.89519 -0.97529
C -4.20485 3.74374 -1.74246
Cl -6.46124 5.34492 -1.40576
O -5.68314 1.51098 1.68121
C -4.96653 2.37002 2.52554
O -5.21265 2.55396 3.62493
O -3.89874 2.91111 1.81347
C -3.67290 1.93426 0.77120
O -2.98614 0.88441 1.38613
H 4.18804 3.66956 0.45152
H 5.04481 4.10420 1.96141
H 4.82287 2.37977 1.61063
H 6.61049 4.34330 0.05678
H 7.18149 2.95936 1.00851
H 6.42251 2.96731 -1.79683
H 7.20901 1.65778 -0.79804
H 4.87776 0.91554 -0.00440
H 4.18086 2.00407 -1.27765
H 5.81864 0.84358 -2.93213
H 6.03835 -0.44049 -1.68289
H 3.15430 0.10164 -2.05179
H 3.93001 -0.20906 -3.69844
H 5.07965 -2.27608 -2.21658
H 3.39045 -2.49251 -2.75522
H 4.52612 -1.54326 -0.05200
H 2.74324 -1.19799 -0.44785
H 2.76005 -3.85469 -1.01605
H 4.13231 -3.88991 0.12435
H 1.56555 -2.41940 1.04201
H 2.80382 -3.36619 1.94511
H 1.96431 -5.43885 0.34036
H 1.34208 -5.05180 1.94108
H 0.08075 -3.64796 -0.46222
H -0.64689 -4.09473 1.16338
H -0.25187 -6.61878 0.38987
H 0.16792 -5.96008 -1.18948
H -2.01499 -5.66455 -1.93454
H -2.34687 -6.85074 -0.66268
H -3.91110 -5.41383 0.00557
H -2.65089 -4.54325 0.89187
H -2.54440 -2.86211 -1.07272
H -3.42190 -4.05219 -2.05910
H -4.84747 -2.89526 0.41024
H -5.47662 -3.87080 -0.96791
H -6.22960 -1.69960 -1.62667
H -4.72150 -1.93429 -2.54592
H -3.62164 -0.20452 -1.34735
H -4.22399 -0.88491 0.19167
H -5.82068 1.01893 -1.60897
H -6.51577 0.13736 -0.25492
H -3.35053 3.98127 -1.07692
H -4.17667 4.47134 -2.57414
H -4.09349 2.71812 -2.13870
H -2.94144 2.35613 0.06991
H -3.58792 0.23129 1.78087
C 4.22657 -6.61980 3.86237
C 4.29239 -6.27572 5.23844
C 4.89954 -5.05052 5.32426
N 5.20689 -4.64297 4.05421
C 4.79539 -5.59183 3.15787
H 3.80831 -7.51852 3.43835
H 3.93422 -6.86070 6.07018
H 5.13973 -4.43561 6.17586
H 5.66332 -3.78029 3.81671
H 4.94409 -5.45335 2.09927
C 0.30349 4.70680 2.70889
C 1.62570 4.80644 3.21789
C 2.34041 5.58610 2.34728
N 1.50370 5.95811 1.33009
C 0.25873 5.43005 1.54619
H -0.52067 4.16701 3.14720
H 2.00773 4.35735 4.12054
H 3.36860 5.90717 2.36187
H 1.76264 6.53063 0.54657
H -0.54749 5.61371 0.85508
C -4.82173 8.27679 -2.35981
C -4.52293 8.64047 -3.69998
C -4.54839 10.00874 -3.76730
N -4.85483 10.48561 -2.52167
C -5.01791 9.43666 -1.65739
H -4.88455 7.27802 -1.95705
H -4.31294 7.97347 -4.52087
H -4.37681 10.68229 -4.59075
H -4.94560 11.45599 -2.27891
H -5.26013 9.60628 -0.62117
C -4.55632 -0.60107 6.22701
C -4.64472 -2.00593 6.41995
C -5.43164 -2.50726 5.41691
N -5.82541 -1.45917 4.62789
C -5.29180 -0.29404 5.11235
H -4.01363 0.10350 6.83635
H -4.18272 -2.58227 7.20546
H -5.74576 -3.51447 5.19706
H -6.41512 -1.53278 3.81801
H -5.48344 0.64748 4.62264
C 5.62982 -3.36572 -6.78503
C 5.68997 -3.04942 -5.40264
C 6.28626 -1.82218 -5.28789
N 6.59324 -1.38452 -6.54797
C 6.19231 -2.31800 -7.46639
H 5.21974 -4.25866 -7.22860
H 5.33424 -3.65554 -4.58477
H 6.51777 -1.22506 -4.42060
H 7.04240 -0.51287 -6.76544
H 6.34230 -2.15603 -8.52107

## Properties
Energy (eV): -89535.7228
Total charge: 0
Frontier orbital gap (eV): 8.36
SMILES string: CCCCCCCCCCCCCCCCCCCC[C@@]1(/C(Cl)=C(\C)Cl)OC(=O)O[C@H]1O.c1cc[nH]c1.c1cc[nH]c1.c1cc[nH]c1.c1cc[nH]c1.c1cc[nH]c1
2S+1: 1

Results of the Löwdin charge analysis, in e, for atoms 1 through 8: -0.1328 -0.2438 -0.2040 -0.2249 -0.2248 -0.1806 -0.2092 -0.1992